Below is the molecule C4H6O2, with properties calculated with ωB97M-V/def2-TZVPD.

For the energy above the lowest of the compared OMol25 structures with the same formula, charge and spin, the calculation gives 58.3 kJ/mol. As for the HOMO energy: -9.6 eV. The HOMO-LUMO gap is 9.646 eV. For the energy, the calculation gives -8339.85700 eV.

XYZ file:
```
12
C4H6O2 ωB97M-V/def2-TZVPD
C 1.265 -1.400 0.413
C 0.407 -0.523 -0.461
O 0.557 -0.395 -1.657
C -0.761 0.206 0.226
O -1.347 -0.347 1.130
C -1.084 1.579 -0.296
H 2.196 -1.635 -0.108
H 1.472 -0.929 1.380
H 0.727 -2.330 0.620
H -2.041 1.915 0.104
H -0.302 2.274 0.036
H -1.089 1.586 -1.388
```

***

Below is the molecule C4H6O2 in a non-equilibrium geometry, with properties calculated with ωB97M-V/def2-TZVPD.

For the energy above the lowest of the compared OMol25 structures with the same formula, charge and spin, the calculation gives 299.2 kJ/mol. As for the HOMO energy: -10.0 eV. The HOMO-LUMO gap is 10.824 eV. For the energy, the calculation gives -8337.35966 eV.

XYZ file:
```
12
C4H6O2 ωB97M-V/def2-TZVPD
O -1.446 -1.655 -0.029
C -1.219 -0.532 -0.417
C 0.369 0.224 1.154
C 0.923 0.504 -0.234
O 1.208 -0.704 -0.934
C -0.014 -0.058 -1.212
H -0.316 -0.658 1.084
H -1.856 0.337 -0.124
H -0.150 1.102 1.563
H 1.092 -0.186 1.838
H 1.593 1.345 -0.454
H -0.184 0.278 -2.234
```

***

Below is the molecule C4H6O2, with properties calculated with ωB97M-V/def2-TZVPD.

For the energy above the lowest of the compared OMol25 structures with the same formula, charge and spin, the calculation gives 101.6 kJ/mol. As for the HOMO energy: -10.0 eV. The HOMO-LUMO gap is 10.554 eV. For the energy, the calculation gives -8339.40841 eV.

XYZ file:
```
12
C4H6O2 ωB97M-V/def2-TZVPD
C -1.701 -0.129 -0.440
C -0.472 -0.572 0.358
O -0.465 -1.729 0.721
C 0.793 0.247 0.726
C 1.741 0.493 -0.433
O 2.264 1.553 -0.668
H -1.519 0.537 -1.287
H -2.453 0.334 0.212
H -2.145 -1.061 -0.807
H 0.658 1.189 1.270
H 1.323 -0.453 1.386
H 1.977 -0.408 -1.037
```

***

Below is a structure of composition C4H6O2, with properties calculated with ωB97M-V/def2-TZVPD.

For the energy above the lowest of the compared OMol25 structures with the same formula, charge and spin, the calculation gives 186.6 kJ/mol. As for the HOMO energy: -9.8 eV. The HOMO-LUMO gap is 10.675 eV. For the energy, the calculation gives -8338.52718 eV.

XYZ file:
```
12
C4H6O2 ωB97M-V/def2-TZVPD
O -0.518 2.513 0.339
C -1.014 1.442 0.590
C -0.637 0.179 -0.138
C 0.816 0.001 -0.578
C 0.660 -1.369 0.091
O -0.560 -0.952 0.739
H -1.794 1.320 1.371
H -1.371 0.011 -0.944
H 1.486 0.662 -0.024
H 1.049 0.049 -1.642
H 1.435 -1.665 0.804
H 0.450 -2.191 -0.607
```

***

Below is the molecule C4H6O2 in a non-equilibrium geometry, with properties calculated with ωB97M-V/def2-TZVPD.

For the energy above the lowest of the compared OMol25 structures with the same formula, charge and spin, the calculation gives 282.0 kJ/mol. As for the HOMO energy: -10.0 eV. The HOMO-LUMO gap is 11.031 eV. For the energy, the calculation gives -8337.53797 eV.

XYZ file:
```
12
C4H6O2 ωB97M-V/def2-TZVPD
O 1.527 -0.620 -1.149
C 0.257 -0.692 -0.573
C 0.244 -0.253 0.954
C -0.810 0.765 0.554
O -0.190 1.635 -0.386
C -0.745 0.420 -0.866
H 1.957 -0.372 -0.330
H -0.177 -1.688 -0.724
H -0.059 -1.059 1.624
H 1.137 0.239 1.391
H -1.632 1.151 1.139
H -1.509 0.473 -1.634
```

***

Below is the molecule C4H6O2, with properties calculated with ωB97M-V/def2-TZVPD.

For the energy above the lowest of the compared OMol25 structures with the same formula, charge and spin, the calculation gives 479.4 kJ/mol. As for the HOMO energy: -8.5 eV. The HOMO-LUMO gap is 8.450 eV. For the energy, the calculation gives -8335.49202 eV.

XYZ file:
```
12
C4H6O2 ωB97M-V/def2-TZVPD
O 1.537 0.965 1.042
C 1.834 0.213 0.147
C 0.831 -0.559 -0.709
C -0.346 -1.123 0.062
C -1.738 0.436 0.537
O -1.483 -0.580 -0.447
H 2.896 0.092 -0.152
H 1.322 -1.455 -1.106
H 0.532 0.108 -1.536
H -1.175 0.232 1.462
H -2.807 0.455 0.748
H -1.350 1.375 0.139
```

***

Below is the molecule C4H6O2S in a non-equilibrium geometry, with properties calculated with ωB97M-V/def2-TZVPD.

For the energy above the lowest of the compared OMol25 structures with the same formula, charge and spin, the calculation gives 121.9 kJ/mol. As for the HOMO energy: -8.9 eV. The HOMO-LUMO gap is 9.395 eV. For the energy, the calculation gives -19174.04363 eV.

XYZ file:
```
13
C4H6O2S ωB97M-V/def2-TZVPD
C -0.630 -0.047 0.282
C -0.185 0.962 -0.785
C 0.210 -1.199 -0.280
C -0.206 0.331 1.694
H -2.506 0.262 -0.167
H 0.181 1.899 -0.328
H -1.013 1.224 -1.470
H 0.880 -1.614 0.529
H -0.493 -1.911 -0.680
H -0.955 0.434 2.442
O -1.982 -0.355 0.303
O 0.944 0.543 1.985
S 1.067 -0.130 -1.506
```

***

Below is the molecule C4H6O2S in a non-equilibrium geometry, with properties calculated with ωB97M-V/def2-TZVPD.

For the energy above the lowest of the compared OMol25 structures with the same formula, charge and spin, the calculation gives 1.0 kJ/mol. As for the HOMO energy: -9.4 eV. The HOMO-LUMO gap is 10.128 eV. For the energy, the calculation gives -19175.29634 eV.

XYZ file:
```
13
C4H6O2S ωB97M-V/def2-TZVPD
C 0.615 -0.007 0.110
C 0.481 0.800 -1.154
C -0.162 -0.293 -2.044
C -0.717 -0.784 0.121
H -0.162 1.534 1.695
H 1.443 -0.669 -0.108
H -0.227 1.616 -1.006
H 1.405 1.269 -1.535
H 0.606 -1.024 -2.448
H -0.720 0.054 -2.901
O -1.037 -0.994 -1.194
O -1.460 -0.973 1.063
S 1.021 0.916 1.572
```